Entry 1:
{
  "formula": "C72H62N2O5S3SeTeTi",
  "method": "the ωB97M-V functional and the def2-TZVPD basis",
  "symbols": ["Te", "Se", "Ti", "S", "S", "S", "O", "O", "O", "O", "O", "N", "N", "C", "C", "C", "C", "C", "C", "C", "C", "C", "C", "C", "C", "C", "C", "C", "C", "C", "C", "C", "C", "C", "C", "C", "C", "C", "C", "C", "C", "C", "C", "C", "C", "C", "C", "C", "C", "C", "C", "C", "C", "C", "C", "C", "C", "C", "C", "C", "C", "C", "C", "C", "C", "C", "C", "C", "C", "C", "C", "C", "C", "C", "C", "C", "C", "C", "C", "C", "C", "C", "C", "C", "C", "H", "H", "H", "H", "H", "H", "H", "H", "H", "H", "H", "H", "H", "H", "H", "H", "H", "H", "H", "H", "H", "H", "H", "H", "H", "H", "H", "H", "H", "H", "H", "H", "H", "H", "H", "H", "H", "H", "H", "H", "H", "H", "H", "H", "H", "H", "H", "H", "H", "H", "H", "H", "H", "H", "H", "H", "H", "H", "H", "H", "H", "H"],
  "xyz": [[-1.682, -1.840, 1.879], [2.061, 0.396, -1.402], [0.420, -0.422, 0.278], [2.381, 2.034, 1.426], [-0.702, 2.128, -0.750], [-0.738, 2.492, 2.080], [1.346, 0.894, 1.294], [-0.430, -1.698, -2.931], [0.531, 2.965, 2.693], [0.232, -1.890, -0.562], [-1.071, 0.767, -0.099], [4.960, -0.315, -5.092], [1.418, -1.662, 1.625], [3.847, 1.085, -3.524], [-1.990, 8.138, 0.121], [-2.281, 5.791, -0.372], [3.833, -5.908, -2.144], [1.884, -4.399, -2.572], [0.321, 2.253, -3.284], [-0.996, 1.062, 4.500], [-0.023, -2.831, -3.130], [-0.158, -2.026, 3.422], [1.067, -2.823, -0.924], [2.123, -2.709, 1.310], [-0.927, -4.867, 1.924], [-1.069, -6.403, 0.090], [4.034, -2.769, 2.894], [-3.039, -0.074, 5.130], [4.713, 0.878, -4.585], [-1.731, -4.112, -0.206], [-1.534, 1.352, 3.259], [-3.557, 0.214, 3.870], [-0.426, 0.672, -6.621], [4.465, -4.687, 4.267], [-0.571, -5.020, -4.268], [-1.744, 0.352, 5.424], [-2.318, 3.785, -2.239], [0.386, 1.906, -4.617], [-3.880, 5.005, 1.826], [-0.536, 1.021, -5.171], [-0.790, -2.939, -5.459], [-0.747, -6.138, 1.409], [4.302, 1.460, 3.324], [3.967, 1.211, 0.946], [3.208, -0.019, -2.965], [2.954, -4.281, -0.440], [-5.265, 6.075, 3.532], [-1.382, -3.835, 1.112], [4.357, -1.356, -4.557], [4.794, -3.405, 3.857], [-1.971, 3.724, 2.499], [2.941, -3.417, 2.320], [-2.002, 3.446, -0.900], [-5.928, 6.143, 1.236], [-2.814, 0.919, 2.934], [-2.239, 3.988, 3.849], [-2.251, 4.421, 0.069], [2.874, -4.851, -1.701], [-1.568, 0.771, -3.003], [-0.456, -3.629, -4.292], [-2.677, 4.301, 1.475], [2.969, 2.166, 3.167], [3.382, -5.338, 3.696], [0.971, -3.425, -2.198], [-2.402, 7.473, -2.144], [-3.269, 4.812, 4.189], [-2.072, 6.842, 0.547], [-0.994, -5.699, -5.396], [-6.132, 6.516, 2.572], [1.140, -1.341, 3.015], [-4.832, 5.410, 0.869], [2.628, -4.714, 2.719], [-2.182, 8.465, -1.228], [4.997, 1.611, 1.978], [3.471, -1.275, -3.485], [-3.852, -0.815, 6.141], [-2.603, 5.055, -2.643], [-1.200, -3.622, -6.585], [-4.143, 5.294, 3.191], [-1.298, -5.005, -6.558], [2.087, -3.257, -0.032], [-2.422, 6.124, -1.742], [-1.515, 0.468, -4.354], [-1.585, -5.394, -0.706], [-0.656, 1.672, -2.485], [1.029, 2.945, -2.852], [5.291, 2.650, 1.820], [4.591, -2.315, -4.999], [1.160, 2.322, -5.242], [-4.010, -0.208, 7.031], [3.068, 3.244, 3.283], [-2.306, 0.315, -2.354], [-0.386, -6.926, 2.054], [5.059, -5.180, 5.021], [-4.702, 5.126, -0.164], [-1.593, 3.563, 4.599], [4.856, -5.537, -2.116], [0.414, -0.007, -6.769], [5.889, 0.991, 1.898], [3.722, -4.616, 0.242], [-4.565, -0.083, 3.623], [2.190, 1.826, 3.836], [-2.126, -3.325, -0.838], [3.668, 2.073, -3.128], [-2.139, 9.498, -1.537], [-1.087, -6.774, -5.370], [1.791, -5.221, 2.264], [-1.778, 8.921, 0.832], [-3.332, -1.717, 6.459], [-0.694, -1.866, -5.458], [-6.646, 6.445, 0.490], [-3.443, 5.084, 5.217], [-2.243, -0.216, -4.762], [1.845, -4.788, -3.579], [-1.445, -3.081, -7.487], [-1.620, -5.542, -7.435], [1.946, -1.664, 3.684], [-1.328, 0.194, -6.994], [-1.916, 6.617, 1.590], [1.019, -0.256, 3.101], [-1.898, -5.610, -1.716], [-1.330, 0.149, 6.400], [4.153, 0.404, 3.562], [-0.558, -1.598, 4.337], [5.644, -2.897, 4.288], [-2.914, 5.252, -3.658], [-0.229, 1.562, -7.214], [-0.010, 1.426, 4.755], [-2.375, 3.003, -2.974], [3.130, -6.338, 4.014], [-0.738, -4.700, 2.975], [4.884, 1.905, 4.131], [-4.823, -1.094, 5.742], [-0.946, -7.400, -0.302], [4.298, -1.775, 2.559], [-5.425, 6.311, 4.572], [0.024, -3.087, 3.582], [3.611, -6.234, -3.156], [5.234, 1.708, -5.045], [3.770, 0.135, 0.945], [-0.354, -5.568, -3.364], [-2.542, 7.710, -3.187], [3.016, -2.164, -3.078], [3.785, -6.772, -1.485], [-3.246, 1.187, 1.977], [4.233, 1.526, -0.060], [-6.986, 7.121, 2.838]],
  "lowdin_charge": [1.6069, 0.9526, 0.6711, 1.0734, 1.0519, 1.0157, -0.7752, 0.0960, -0.5387, -0.2741, -0.6820, 0.0715, -0.0334, -0.1192, -0.0409, -0.1234, -0.0262, 0.0286, -0.1271, -0.0905, -0.2658, -0.3414, -0.2587, -0.1412, -0.1423, -0.0562, -0.0302, -0.2613, -0.1345, -0.1356, -0.3844, -0.0621, -0.0372, -0.0507, -0.0444, -0.0330, -0.0735, -0.0146, -0.1140, -0.2485, -0.0013, -0.0761, -0.2073, -0.3429, -0.4589, 0.0651, -0.0156, -0.4594, -0.1325, -0.0505, -0.2864, -0.1949, -0.2162, -0.0423, -0.1657, -0.0472, -0.1120, -0.2303, -0.0852, -0.1384, -0.1299, -0.2711, -0.0444, -0.0711, -0.0117, 0.0153, -0.0044, -0.0550, -0.0489, -0.2604, -0.0080, -0.0197, -0.0470, -0.2193, -0.0692, -0.0266, 0.0085, -0.0504, -0.1470, -0.0540, -0.0476, -0.1537, -0.0328, -0.0665, -0.4771, 0.1140, 0.1247, 0.1119, 0.1248, 0.0943, 0.1097, 0.1312, 0.1143, 0.1150, 0.1243, 0.1168, 0.0918, 0.0913, 0.1270, 0.1356, 0.1248, 0.0794, 0.1108, 0.0961, 0.1146, 0.1125, 0.1048, 0.1139, 0.0893, 0.0868, 0.1133, 0.1254, 0.1231, 0.1302, 0.1114, 0.1132, 0.1283, 0.0836, 0.1272, 0.0843, 0.1024, 0.1295, 0.1019, 0.0429, 0.1143, 0.1280, 0.0894, 0.1157, 0.1018, 0.1152, 0.0900, 0.1278, 0.0846, 0.1125, 0.1065, 0.1187, 0.0427, 0.0841, 0.1141, 0.0696, 0.0991, 0.1201, 0.0798, 0.0906, 0.1254, 0.0618, 0.1143],
  "gap_ev": 6.52,
  "charge": 2,
  "de_lowest_kj_mol": 243.4,
  "homo_energy_ev": -11.9
}

***

Entry 2:
{
  "formula": "C4H9NO2",
  "method": "the ωB97M-V functional and the def2-TZVPD basis",
  "symbols": ["O", "O", "N", "C", "C", "C", "C", "H", "H", "H", "H", "H", "H", "H", "H", "H"],
  "xyz": [[2.358, -0.492, -1.422], [3.628, -0.220, 0.396], [0.083, -0.172, -0.076], [2.561, -0.163, -0.130], [-1.173, 0.273, 0.520], [-2.338, -0.104, -0.371], [1.280, 0.251, 0.577], [-2.186, 0.018, -1.445], [-0.017, -1.135, -0.380], [1.489, -0.152, -1.688], [1.312, 0.029, 1.656], [-3.238, 0.467, -0.128], [-2.625, -1.159, -0.255], [-1.316, -0.155, 1.514], [-1.123, 1.364, 0.576], [1.303, 1.350, 0.654]],
  "lowdin_charge": [0.1026, 0.1222, -0.1086, -0.5191, -0.2809, -0.1054, -0.1567, 0.0732, 0.1289, 0.1013, 0.1322, 0.0719, 0.0725, 0.1133, 0.1150, 0.1376],
  "gap_ev": 10.23,
  "de_lowest_kj_mol": 100.0,
  "homo_energy_ev": -9.5
}

***

Entry 3:
{
  "formula": "C16H17N6S3Ti",
  "method": "the ωB97M-V functional and the def2-TZVPD basis",
  "symbols": ["Ti", "S", "S", "S", "N", "N", "N", "N", "N", "N", "C", "C", "C", "C", "C", "C", "C", "C", "C", "C", "C", "C", "C", "C", "C", "C", "H", "H", "H", "H", "H", "H", "H", "H", "H", "H", "H", "H", "H", "H", "H", "H", "H"],
  "xyz": [[-0.378, 0.135, -0.998], [1.680, -0.745, -1.810], [0.767, 2.806, 0.348], [-3.949, 2.306, -2.111], [0.123, 1.215, 0.549], [0.370, -2.946, -2.569], [-1.704, 0.689, -2.178], [0.119, 1.186, 2.865], [-1.321, -0.925, 0.362], [1.039, -1.599, -4.287], [-0.050, -4.030, -3.460], [1.255, 3.183, 2.005], [-2.687, 1.412, -2.154], [1.540, -0.388, -4.962], [1.238, 2.721, 4.363], [-0.181, 0.680, 1.701], [0.969, -1.830, -2.996], [1.972, 3.877, 4.596], [-2.800, -2.591, 1.185], [0.885, 2.387, 3.074], [-1.502, -1.263, 2.693], [1.994, 4.328, 2.231], [2.348, 4.677, 3.532], [-2.233, -1.873, 0.143], [-2.404, -2.303, 2.468], [-1.005, -0.584, 1.620], [-2.507, -2.036, -0.888], [1.912, 0.311, -4.224], [2.919, 5.580, 3.705], [0.731, 0.068, -5.526], [-0.456, -4.830, -2.850], [-3.544, -3.349, 0.983], [0.789, -4.424, -4.036], [0.660, -2.308, -4.898], [2.347, -0.663, -5.636], [0.941, 2.086, 5.193], [2.244, 4.143, 5.608], [-2.809, -2.860, 3.305], [-1.225, -1.001, 3.706], [0.591, -3.186, -1.615], [-0.837, -3.688, -4.132], [-0.130, 0.675, 3.697], [2.288, 4.958, 1.399]],
  "lowdin_spin": [0.9235, 0.0019, 0.0119, -0.0106, 0.0182, 0.0028, -0.0039, 0.0014, 0.0152, -0.0012, 0.0002, 0.0029, -0.0006, -0.0001, 0.0004, 0.0057, 0.0002, 0.0001, -0.0005, 0.0001, 0.0011, 0.0009, 0.0004, 0.0130, 0.0062, 0.0084, 0.0016, 0.0000, 0.0000, 0.0000, 0.0000, -0.0002, 0.0001, 0.0000, 0.0000, 0.0000, 0.0000, 0.0003, 0.0002, 0.0002, 0.0000, 0.0002, 0.0001],
  "gap_ev": [6.51, 6.48],
  "multiplicity": 2,
  "charge": 2,
  "de_lowest_kj_mol": 0.0,
  "homo_energy_ev": [-13.6, -13.6]
}